Computed, not measured: a cluster of 13 separate species, C42H119N9O13 in total in a non-equilibrium geometry, with ωB97M-V/def2-TZVPD.

```
183
Properties=species:S:1:pos:R:3:forces:R:3:lowdin_charge:R:1
H 7.4087 2.9227 -3.2883 0.0 0.2 -0.1 0.13
H -0.2277 6.4922 1.3991 -0.4 0.0 0.0 0.08
H -7.4646 0.7012 1.6463 0.1 0.0 0.0 0.08
C -1.8511 -4.3121 5.5411 0.3 -0.7 0.2 -0.08
O -0.6485 -0.0829 1.8454 0.0 -0.1 0.5 -0.21
H 3.0178 -2.4423 3.2625 0.4 -0.5 0.0 -0.01
C -3.2132 3.0259 3.6214 0.1 0.2 0.4 -0.04
H 0.5110 -5.6309 -0.6413 -0.1 0.4 0.0 0.13
C 0.2203 -0.5791 5.4307 0.0 0.4 0.4 -0.18
H -2.4504 5.9548 0.4762 0.0 -0.3 0.2 0.10
H -7.2139 -0.4808 0.3868 0.1 0.1 0.0 0.07
H 2.2224 0.7816 -8.1963 0.2 -0.3 -0.3 0.14
H 1.9114 -3.8540 0.1257 -0.4 -0.3 -0.4 0.10
C 1.1898 2.3711 -0.3503 -0.2 0.1 0.2 -0.04
C 5.7192 -2.2773 -2.4661 0.0 0.1 0.2 -0.11
O 0.1599 -4.4914 1.0933 -0.1 -0.2 -0.3 -0.22
N -4.0063 2.4378 1.3460 -0.7 0.4 -0.3 0.06
H 1.6105 -1.2346 -4.0770 0.1 0.0 0.2 0.09
C 6.0588 -0.9727 0.9261 -0.2 0.3 0.9 -0.43
H -0.9008 -7.3366 -1.5458 -0.1 0.3 -0.1 0.08
H -6.1285 6.4504 1.5611 0.1 -0.3 0.0 0.09
H 4.3057 -0.1109 1.5379 0.2 -0.1 0.2 0.05
H 0.7226 -6.4746 0.8726 0.0 0.2 0.1 0.13
H 1.6525 2.4023 -4.1524 -0.4 -0.1 0.2 0.08
N 4.1097 -0.0611 -7.6008 -0.1 0.5 0.3 0.04
C 2.5319 0.3950 4.8583 -0.3 -0.2 0.5 -0.04
H -5.6722 -0.7581 -1.3907 0.2 0.0 0.4 0.08
O 0.1262 0.0024 6.7366 0.7 0.1 -0.5 -0.18
H -6.2248 0.3297 3.7697 0.3 -0.3 0.3 0.07
H 1.7029 -0.6025 1.0657 0.0 0.2 0.4 0.03
C -4.3875 3.0225 2.6577 0.3 0.6 -0.9 -0.41
N 5.0797 -0.6176 1.9829 -0.5 -0.6 -0.6 0.05
H -1.5319 2.3347 -2.3366 -0.2 0.3 0.1 0.07
C -0.3627 5.4966 0.9649 0.1 0.7 0.3 -0.08
H -3.1855 2.1344 4.2473 0.2 -0.2 -0.3 0.08
N 6.6218 2.5843 -0.8206 0.2 0.4 -0.3 0.04
C -0.4905 0.9651 0.9251 -0.2 1.0 -0.4 -0.20
H -1.0948 -5.0681 5.7786 0.0 0.1 -0.1 0.08
H -4.5027 -1.6121 1.2087 -0.1 -0.2 -0.1 0.10
H -5.4922 5.7822 0.0738 0.0 -0.3 0.0 0.08
H -4.2963 2.2775 -3.5898 -0.2 0.2 0.2 0.14
N -5.5173 -0.2795 3.3449 -0.8 0.6 -0.2 0.05
C 5.9232 2.8776 -5.5313 0.1 0.4 0.5 -0.11
C 6.0121 1.9542 -2.0046 0.3 -0.5 0.7 -0.44
H -2.5084 3.8568 -0.7999 0.3 0.4 0.5 0.04
H -2.7997 -4.7763 5.8174 -0.1 0.3 0.0 0.08
H 1.1181 1.8892 -1.3293 0.0 0.1 -0.1 0.07
H -2.4898 -3.2331 3.7634 0.0 0.0 0.1 0.09
H 4.6331 0.7776 -7.8544 -0.1 -0.2 -0.2 0.06
H -0.0492 0.6987 -4.2884 0.1 -0.2 -0.2 0.05
H 6.7995 -2.8050 1.9002 -0.3 0.1 -0.1 0.08
C 1.6328 -0.8364 4.8869 -0.2 -0.2 -0.2 -0.41
H -2.0571 3.1563 -3.8385 0.1 0.0 0.1 0.08
H -2.2862 3.1586 3.0616 0.1 -0.2 0.1 0.07
H -1.6481 -3.4599 6.1867 -0.1 0.2 -0.2 0.06
H -0.9039 -8.2209 -0.0253 0.0 -0.1 -0.4 0.08
C -1.3406 -6.1926 0.3032 -0.3 0.9 -1.5 -0.41
H 7.5870 -1.3310 2.4191 -0.3 0.1 0.0 0.08
O -0.4682 -3.6872 3.6365 -0.3 -0.2 0.1 -0.12
H 6.4864 -0.0123 0.6198 0.2 -0.2 -0.3 0.11
C 1.9584 -0.9496 -6.9236 -0.7 0.1 -0.6 -0.06
H 3.0122 0.9206 -5.2768 -0.4 -0.2 0.1 0.12
H 0.8361 -2.1464 3.5150 0.3 0.0 0.2 0.05
H -1.3721 5.8042 -0.9053 -0.1 0.1 0.2 0.11
H -4.9586 -2.7061 2.4994 -0.3 0.0 0.1 0.12
C -1.8020 -4.0334 4.0606 0.5 0.1 -0.6 -0.29
H -5.2489 4.8895 3.3530 0.2 0.0 0.1 0.13
H -2.0913 1.4034 -3.6822 -0.4 0.2 0.0 0.06
C -5.6169 -4.0619 0.4988 0.8 -0.2 0.3 -0.11
H 1.3780 1.6198 1.6924 -0.1 0.4 0.0 0.14
H -5.1098 1.5546 -1.3361 -0.1 -0.4 0.2 0.12
H -3.4085 1.1444 -0.9558 -0.1 -0.2 0.2 0.12
H 4.8464 -2.5393 0.0892 0.1 0.0 0.0 0.13
H -7.1549 -1.4662 2.6162 0.1 0.1 0.5 0.14
O -1.8505 3.9973 -0.0673 -0.6 -0.1 -0.4 -0.16
H 0.7321 -0.0665 8.6239 0.1 -0.2 0.2 0.09
H -6.3105 -4.6645 -0.0786 -0.2 0.2 0.0 0.09
H -5.2211 2.4324 3.0460 0.0 0.1 0.0 0.12
H -0.3701 -1.5018 5.4464 0.2 -0.2 -0.3 0.11
C -6.2556 -0.9588 2.2581 0.5 -0.2 -0.1 -0.41
H 4.3317 1.1084 -0.9128 0.1 0.5 0.3 0.05
O -6.1623 -2.8063 0.7967 -0.2 0.1 -0.2 -0.19
C 5.3904 -1.6466 -0.2554 0.0 0.3 0.0 -0.22
C 1.2527 2.8171 -5.0860 0.6 0.2 0.0 -0.11
H -1.9003 -4.2251 0.0126 -0.1 -0.1 0.1 0.06
H -2.6279 0.4073 2.3108 0.0 0.0 0.1 0.06
H 2.1780 2.8142 -0.2513 0.1 0.0 -0.1 0.07
C 0.1102 -5.7103 0.3739 -0.2 -0.7 0.3 -0.19
O 3.7386 -3.1328 3.2063 -0.4 0.4 0.1 -0.11
H -4.0966 5.0667 2.0199 0.0 0.0 -0.2 0.12
C -3.7124 2.4226 -2.6671 0.2 -0.3 -1.2 -0.40
H 2.0246 0.0531 -3.0038 -0.2 0.0 0.6 0.09
H 0.2202 3.1366 -5.0038 -0.1 0.0 0.2 0.08
H 2.7367 0.6897 5.8906 0.2 0.1 -0.2 0.07
O 6.3486 -1.9832 -1.2381 0.1 0.0 -0.2 -0.18
H 6.4563 -2.6042 -3.1967 0.1 -0.2 0.2 0.09
C 0.9820 1.3227 0.7158 0.1 -1.6 0.6 -0.40
C -4.1404 1.2598 -1.7650 0.4 1.3 -0.2 -0.22
O 1.1226 -1.6046 -2.0987 0.2 0.2 -0.2 -0.11
H -1.7268 -6.4044 1.3014 0.1 -0.1 0.0 0.13
H 2.4214 -1.4645 -6.0817 0.2 0.0 -0.1 0.07
N -2.2030 -5.1433 -0.3104 0.4 -0.2 0.1 0.05
H -1.0203 1.8731 1.2504 -0.1 -0.1 0.1 0.11
H -2.0732 -4.9350 3.5014 -0.3 0.0 0.2 0.11
O -4.2320 0.1270 -2.5752 -0.1 -0.5 0.1 -0.17
H -5.3833 -4.5718 1.4417 -0.1 -0.3 -0.1 0.09
C -5.3748 -2.0740 1.7064 0.1 0.7 -0.4 -0.22
H 6.4377 2.0248 0.0067 -0.2 0.1 -0.1 0.05
H 0.5849 -1.6785 7.8380 0.1 0.0 0.2 0.09
H -0.4918 0.3589 -2.6308 -0.3 -0.2 -0.2 0.05
C 0.9209 -0.6407 7.7195 -0.7 0.1 -0.1 -0.11
H 6.4909 0.9715 -2.1175 -0.3 -0.1 -0.4 0.13
C 2.6384 1.3560 -6.2234 0.5 0.0 0.1 -0.24
C -4.9035 4.4377 2.4122 -0.1 0.0 1.1 -0.21
H 7.6337 2.5578 -0.9348 -0.1 0.1 0.1 0.07
C 4.5332 1.7459 -1.7803 -0.5 -1.2 -0.3 -0.06
O 1.3371 1.8671 -6.1187 -0.2 -0.1 0.2 -0.18
H 4.5017 -0.3091 -6.6872 0.0 -0.2 -0.3 0.07
C -2.0215 -0.4343 1.9739 0.3 -0.1 -0.9 -0.07
C -6.2216 5.5879 0.8727 0.0 1.5 0.5 -0.12
H -5.9200 0.6776 0.8081 0.3 -0.2 0.1 0.05
H 4.6569 -1.5073 2.2878 0.2 0.5 0.1 0.03
H -2.4345 -7.7827 -0.7276 -0.1 0.2 -0.1 0.08
H 1.9913 -0.6414 7.5095 0.0 0.1 -0.1 0.07
H 5.2244 3.7170 -5.4100 0.1 0.0 -0.2 0.09
H -2.1320 -1.3085 2.6095 0.2 0.1 0.2 0.08
H 4.1318 1.0889 -2.5646 0.1 0.4 -0.3 0.06
H -2.0026 -5.1624 -1.3095 -0.2 0.1 0.1 0.07
H 7.9847 -2.0032 0.8803 -0.3 0.0 -0.2 0.07
H -3.9696 -1.3273 -1.1011 -0.1 0.0 0.1 0.08
H -4.7592 2.7711 0.7306 -0.1 -0.7 0.1 0.05
N 1.7755 0.1288 0.3688 0.0 -0.2 -0.7 0.08
H -0.9723 0.6793 -0.0237 0.2 -0.1 -0.2 0.12
H 0.7029 -2.3887 -2.4678 0.0 0.0 0.2 0.09
H 0.5657 5.3542 0.4138 -0.1 -0.5 -0.1 0.07
H 3.3527 2.1796 -6.3750 -0.1 0.0 -0.5 0.11
H -3.2350 2.9579 0.9087 0.3 -0.2 0.9 0.04
N 1.5137 -1.3728 3.5071 -0.8 0.3 0.2 0.04
H 1.3877 -2.8829 1.3735 -0.5 0.0 0.1 0.07
H -7.2384 5.7028 0.4968 0.0 -0.7 -0.2 0.09
C 6.3194 2.7693 -3.2448 0.2 0.1 0.7 -0.23
H 2.0898 -1.5974 5.5284 0.2 -0.1 -0.2 0.13
C -2.2712 2.3380 -3.1458 0.3 -0.4 0.1 -0.06
H -2.3648 -0.7172 0.9644 -0.2 0.0 0.2 0.08
H -3.2414 3.8457 4.3485 -0.3 0.1 -0.2 0.08
H -0.2945 -4.1482 2.7888 0.0 0.3 0.4 0.05
H 3.4495 0.1546 4.3230 0.1 0.1 0.1 0.07
C -6.7096 0.0406 1.2070 -0.8 -0.2 -0.3 -0.06
H 5.8323 3.7504 -3.1542 0.0 0.0 -0.1 0.13
H -3.8081 4.4844 -2.7452 0.1 -0.1 -0.1 0.09
H 5.2507 -1.3728 -2.8755 -0.2 -0.1 0.0 0.08
H 4.9689 -3.0585 -2.2960 -0.1 0.0 -0.3 0.09
H -0.7780 -0.8918 -3.8884 -0.2 0.1 0.0 0.09
O 5.8800 2.0714 -4.3759 -0.2 -0.3 -0.4 -0.19
H 0.4408 3.1562 -0.2665 0.0 0.0 -0.2 0.05
H 1.3582 -0.3231 -0.4511 0.3 0.3 0.1 0.04
C 2.7014 0.3081 -7.3378 0.5 0.3 1.0 -0.42
C -1.4157 -7.4286 -0.5911 0.4 -0.8 1.4 -0.07
H -4.9311 3.8117 -1.7782 0.2 0.1 0.0 0.08
H -4.9327 -1.7997 -2.5422 0.4 0.0 -0.1 0.09
H 4.0867 -3.2015 4.1031 0.0 0.0 -0.1 0.04
H -4.9519 0.4250 2.8607 0.3 -0.4 0.1 0.03
C 0.9708 -3.4774 0.5484 1.5 0.7 0.7 -0.08
H 5.6414 2.2909 -6.3990 0.0 -0.1 0.0 0.06
H 0.9576 -0.6649 3.0050 0.5 -0.2 -0.1 0.05
H 6.9325 3.2860 -5.6680 -0.1 0.0 -0.1 0.09
H -0.2572 0.1358 4.7535 -0.2 -0.1 0.1 0.13
H -4.6700 -3.9825 -0.0489 -0.1 0.0 -0.1 0.06
C -0.1135 -0.0988 -3.5507 0.8 0.3 1.0 -0.07
C 7.1399 -1.8266 1.5531 1.0 -0.1 0.1 -0.07
N -3.9575 3.7439 -2.0695 -0.2 -0.4 0.5 0.05
H 0.9248 -0.7164 -6.6516 0.1 0.1 0.1 0.08
H 2.0703 1.2560 4.3706 -0.2 -0.1 -0.1 0.08
H 3.9160 2.6403 -1.7343 0.2 0.2 0.1 0.07
H 0.4711 -2.7790 -0.1267 -0.2 -0.4 -0.1 0.07
H 4.6532 -0.9485 -0.6743 -0.1 -0.1 0.0 0.10
O -6.0186 4.3835 1.5543 -0.2 -0.2 -0.7 -0.19
C 1.2503 -0.6913 -3.1918 -0.4 -0.5 -1.3 -0.29
H -0.4617 4.7812 1.7813 0.2 0.0 0.0 0.07
H 1.8955 -1.6116 -7.7885 0.2 -0.2 0.2 0.08
H 1.8940 3.6839 -5.2980 -0.1 0.1 -0.2 0.09
C -1.5923 5.3882 0.0908 0.5 0.0 -0.9 -0.31
C -4.7032 -0.9974 -1.8404 -0.5 0.2 -0.5 -0.08
```
Positions in Å, forces in eV/Å.

## Properties
Relative energy (zero: lowest compared OMol25 entry of this formula, charge and spin), kcal per mole: 0.0
2S+1: 1
Orbital gap, eV: 9.006
E_HOMO, hartree: -0.3195